DFT (wB97M-V/def2-TZVPD) results for the ion C10H16BrO3 with charge -1 at a distorted geometry.

Last column: natural (NBO) charge in e.
Geometry (Å):
1 C -0.31138 -2.10938 -1.20275  0.63
2 C 1.07396 -1.62541 2.12084  -0.39
3 C 0.85082 -0.12039 2.10813  -0.41
4 C 1.08165 -2.34513 0.87438  -0.45
5 C -0.58542 0.36601 1.73921  -0.49
6 C -0.26502 -2.26974 0.16493  -0.37
7 C -0.95764 0.77491 0.25614  0.64
8 C -0.32832 3.36586 -1.86187  -0.61
9 C 0.17484 1.20177 -0.64659  -0.56
10 C -0.32265 1.80583 -1.91794  -0.41
11 O -1.53089 -2.51394 -1.89168  -0.75
12 O 0.62251 -1.53095 -1.83309  -0.79
13 O -2.11953 0.87548 -0.04926  -0.59
14 Br -1.71974 -3.09821 1.15021  -0.07
15 H 1.99282 -1.72981 2.72668  0.19
16 H 0.16706 -1.79885 2.79991  0.20
17 H 1.16027 0.43944 2.87093  0.19
18 H 1.28092 0.20333 1.19543  0.20
19 H 1.87467 -1.88384 0.21556  0.23
20 H 1.36561 -3.37925 1.15252  0.18
21 H -1.36024 -0.26866 2.19821  0.23
22 H -0.71401 1.36738 2.10978  0.20
23 H -1.09960 4.00061 -1.24716  0.20
24 H -0.31136 3.68475 -2.94299  0.20
25 H 0.66044 3.65983 -1.45699  0.19
26 H 0.82744 2.03775 -0.08677  0.20
27 H 0.78452 0.20011 -0.80411  0.32
28 H 0.36253 1.66200 -2.77383  0.20
29 H -1.17799 1.23676 -2.14528  0.24
30 H -1.47626 -2.20825 -2.82255  0.47

Values from the calculation:
SMILES   CCCC(=O)CCCC/C(Br)=C(\[O-])O
HOMO   -3.17 eV
Total charge   -1
Orbital gap   6.59 eV

---

DFT (wB97M-V/def2-TZVPD) results for a structure of composition C10H16CeClV at a distorted geometry.

Last column: Löwdin spin population.
Geometry (Å):
1 V 2.80174 -0.10848 -2.21356  2.09
2 Cl 0.87465 -1.26123 -1.99614  0.01
3 C 4.61166 -1.15086 -1.90807  -0.06
4 C 2.73683 0.60048 -4.18920  -0.09
5 H 5.41379 -0.71452 -2.52817  0.00
6 H 4.87478 -1.02454 -0.84112  0.00
7 H 4.53798 -2.22581 -2.14510  0.00
8 H 3.72365 0.88179 -4.58227  -0.01
9 H 2.09839 1.50028 -4.13746  0.00
10 H 2.28234 -0.13480 -4.86974  0.00
11 Ce 0.02155 0.23810 0.23417  0.04
12 C 0.91992 -1.26048 1.71788  0.00
13 C 0.87367 2.04818 1.09958  0.02
14 H 2.00733 -1.08458 1.65666  0.00
15 H 0.53075 -0.92862 2.69900  0.00
16 H 0.70398 -2.32312 1.55280  0.00
17 H 0.51418 3.07904 0.92103  0.00
18 H 1.59159 1.91105 1.93559  0.00
19 C -4.87063 0.13738 1.90470  0.00
20 C -4.23632 1.37622 1.73361  0.00
21 C -2.87514 1.44057 1.36225  0.00
22 C -2.21876 0.23484 1.16619  0.00
23 C -2.79350 -1.01734 1.33900  0.00
24 C -4.15551 -1.05308 1.71893  0.00
25 H -5.92878 0.09822 2.18608  0.00
26 H -4.79877 2.30097 1.88687  0.00
27 H -2.36736 2.40616 1.23964  0.00
28 H -2.22762 -1.94754 1.19360  0.00
29 H -4.64639 -2.01828 1.86326  0.00

Values from the calculation:
Multiplicity   3
HOMO (alpha / beta)   -6.98 / -6.91 eV
Total charge   0
Relative energy (zero: lowest compared OMol25 entry of this formula, charge and spin)   0.9 kcal per mole
Orbital gap (alpha / beta)   5.47 / 6.04 eV

---

DFT (wB97M-V/def2-TZVPD) results for a structure of composition C10H16Cl2GdINOP at a distorted geometry.

Last column: Löwdin spin population.
Geometry (Å):
1 C 4.41293 2.22965 2.01615  0.00
2 I 2.32084 1.73909 1.31078  -0.01
3 H 4.96896 1.29386 2.02482  0.00
4 H 4.36059 2.66316 3.01345  0.00
5 H 4.85016 2.93926 1.31489  0.00
6 Gd 0.32863 -0.60751 0.22093  7.31
7 P 0.22368 0.20936 -2.50978  -0.10
8 C -0.03477 1.87963 -3.17146  -0.02
9 C 1.99255 -0.11162 -2.85780  -0.01
10 H -0.45387 -1.91792 -3.43764  0.00
11 H -0.26473 -0.73721 -4.73998  0.00
12 H -1.68405 -0.69208 -3.68946  0.00
13 C -0.60780 -0.87212 -3.71113  -0.02
14 H 2.25988 -1.13050 -2.55985  0.00
15 H 2.24530 0.00038 -3.91580  0.00
16 H 0.27376 1.98921 -4.20880  0.00
17 H 0.51483 2.60652 -2.58248  0.00
18 H 2.63315 0.56775 -2.28755  0.00
19 H -1.08623 2.13995 -3.10707  0.00
20 C -1.05423 1.85455 0.02642  0.01
21 O -1.45983 2.91512 0.22115  0.00
22 Cl 0.55806 -2.91510 -0.68347  -0.11
23 Cl -4.90627 -2.69387 2.44787  0.00
24 C -3.36155 -1.95213 2.68979  0.00
25 C -2.86224 -1.81633 3.99942  0.00
26 C -1.61739 -1.21850 4.14442  0.00
27 C -0.92179 -0.77545 3.02315  0.00
28 N -1.43384 -0.89377 1.76572  -0.03
29 C -2.63833 -1.49752 1.59536  0.00
30 H -3.45323 -2.17390 4.83374  0.00
31 H -1.17153 -1.08576 5.13828  0.00
32 H 0.06594 -0.31643 3.09545  0.00
33 H -2.99759 -1.61974 0.58050  0.00

Values from the calculation:
Multiplicity   8
HOMO (alpha / beta)   -15.80 / -15.81 eV
Total charge   +2
Relative energy (zero: lowest compared OMol25 entry of this formula, charge and spin)   0.0 kcal per mole
Orbital gap (alpha / beta)   6.25 / 8.38 eV

---

DFT (wB97M-V/def2-TZVPD) results for a structure of composition C10H16ClCoTeZr at a distorted geometry.

Last column: natural (NBO) charge in e.
Geometry (Å):
1 Co 0.15347 -0.42586 -0.17460  0.90
2 Cl -0.04708 1.34912 -1.45949  -0.50
3 C -1.70586 -0.88735 0.38086  -1.13
4 H -1.64893 -1.64481 1.17709  0.22
5 H -2.13116 -1.29614 -0.54725  0.19
6 H -2.29483 -0.01690 0.71010  0.21
7 Zr 0.52160 0.19161 -3.63694  2.05
8 C -1.36440 0.91351 -4.57449  -1.23
9 C 2.30568 1.47530 -3.98204  -1.23
10 C 0.97928 -1.52014 -4.87772  -0.87
11 H 3.04891 1.07982 -3.25015  0.24
12 H 2.79980 1.43644 -4.95922  0.24
13 H 2.17052 2.53634 -3.69658  0.25
14 H -2.16974 0.27375 -4.13865  0.24
15 H -1.65500 1.94600 -4.28803  0.25
16 H -1.45829 0.81510 -5.66113  0.24
17 H 0.20986 -1.93825 -5.57248  0.20
18 H 2.02061 -1.67521 -5.25491  0.20
19 Te 1.77237 -0.29486 1.57934  -0.25
20 C 0.67435 -0.14967 3.40109  -0.19
21 C -0.44242 0.67368 3.52731  -0.26
22 C -1.18404 0.56774 4.70835  -0.20
23 C -0.75879 -0.28238 5.72730  -0.23
24 C 0.40037 -1.04469 5.59559  -0.20
25 C 1.14817 -0.99359 4.42285  -0.25
26 H -0.71807 1.34669 2.71351  0.22
27 H -2.09012 1.16151 4.82367  0.21
28 H -1.33695 -0.34923 6.64953  0.21
29 H 0.74463 -1.68946 6.40510  0.21
30 H 2.05606 -1.55808 4.25198  0.22

Values from the calculation:
Multiplicity   5
HOMO (alpha / beta)   -7.06 / -7.23 eV
Total charge   0
Orbital gap (alpha / beta)   5.65 / 4.92 eV

---

DFT (wB97M-V/def2-TZVPD) results for a structure of composition C10H16ClErFe at a distorted geometry.

Last column: natural (NBO) charge in e.
Geometry (Å):
1 Er 0.30473 -0.47924 -3.34613  1.94
2 Cl 0.93260 1.53681 -2.03898  -0.67
3 C -1.31261 -0.38260 -5.07078  -1.37
4 C 2.30280 -1.16013 -4.36696  -1.35
5 H -1.15407 -1.13985 -5.85816  0.21
6 H -2.18253 -0.71471 -4.49953  0.20
7 H -1.61071 0.54349 -5.56319  0.23
8 H 2.15452 -1.85233 -5.21393  0.21
9 H 2.69681 -1.75958 -3.54162  0.20
10 H 3.09838 -0.46818 -4.64435  0.23
11 Fe -0.49357 -0.51644 0.61337  1.28
12 C -2.03989 0.59046 0.01489  -1.22
13 C -0.89298 -2.21239 0.95806  -1.13
14 H -2.46232 0.17381 -0.89979  0.18
15 H -2.89874 0.72867 0.67597  0.21
16 H -1.68745 1.59323 -0.23777  0.20
17 H -0.03640 -2.87780 1.22073  0.16
18 H -1.86134 -2.69703 0.78491  0.16
19 C 0.93219 1.54841 4.73961  -0.26
20 C 0.52267 0.21389 4.74266  -0.24
21 C 0.18161 -0.43217 3.52292  -0.26
22 C 0.24072 0.25897 2.31363  -0.40
23 C 0.67868 1.59269 2.30714  -0.27
24 C 1.00446 2.23990 3.52995  -0.24
25 H 1.18360 2.04245 5.69031  0.19
26 H 0.45137 -0.34149 5.68970  0.19
27 H -0.13198 -1.47698 3.57175  0.21
28 H 0.76691 2.14705 1.36948  0.20
29 H 1.31255 3.30108 3.53612  0.19

Values from the calculation:
Multiplicity   9
HOMO (alpha / beta)   -2.91 / -4.44 eV
Total charge   -1
Orbital gap (alpha / beta)   5.12 / 6.20 eV

---

DFT (wB97M-V/def2-TZVPD) results for a structure of composition C10H16INO2 at a distorted geometry.

Last column: natural (NBO) charge in e.
Geometry (Å):
1 C 0.50422 0.88232 0.24062  0.77
2 C -1.39711 -0.63266 0.24958  0.79
3 C 0.29966 0.70413 -1.30386  -0.28
4 C -0.35285 -0.60798 -1.50443  -0.08
5 C 1.54155 0.83366 -2.06995  -0.63
6 C -0.75652 1.84600 -1.63610  -0.58
7 C -1.14390 -0.73142 -2.79583  -0.69
8 C 1.22378 -1.50586 2.91390  -0.63
9 C -0.12141 -0.85330 3.20571  -0.41
10 C -0.47301 0.38134 2.34267  -0.24
11 N -0.50897 0.10976 0.92042  -0.55
12 O 1.22319 1.63218 0.84651  -0.55
13 O -2.30546 -1.36890 0.49146  -0.54
14 I 1.09749 -2.27075 -1.30113  0.09
15 H 1.78980 1.86025 -2.37616  0.23
16 H 1.45987 0.38954 -3.06389  0.22
17 H 2.42166 0.26005 -1.63342  0.25
18 H -0.70051 1.82961 -2.65892  0.21
19 H -0.35736 2.78565 -1.23890  0.23
20 H -1.66402 1.53818 -1.18810  0.21
21 H -1.55065 0.14203 -3.05757  0.21
22 H -1.89657 -1.46238 -2.85610  0.24
23 H -0.44655 -0.94834 -3.61218  0.22
24 H 1.24377 -1.70677 1.76495  0.21
25 H 2.08355 -0.81280 3.26267  0.22
26 H 1.15303 -2.45646 3.53112  0.22
27 H -0.04861 -0.49449 4.35834  0.21
28 H -1.03664 -1.42645 2.97911  0.22
29 H -1.48157 0.88812 2.67860  0.20
30 H 0.20017 1.19573 2.51087  0.24

Values from the calculation:
HOMO   -8.90 eV
Total charge   0
Relative energy (zero: lowest compared OMol25 entry of this formula, charge and spin)   3.0 kcal per mole
Orbital gap   9.12 eV

---

Result set for total energy: -3190.3514, -2269.6437, -2845.2207, -2548.4644, -3129.4322, -893.4954 a.u., one per record in the order listed.